Record 1
Molecular formula: C23H30NO8Re
Method: DFT, ωB97M-V/def2-TZVPD

Values from the calculation:
gap between HOMO and LUMO (alpha / beta)	1.69 / 5.49	eV
multiplicity	4
charge	-1

```
63
Properties=species:S:1:pos:R:3:forces:R:3
H 1.15401 3.28195 -1.85426 -0.020 -0.145 0.146
H -0.90059 -0.71114 0.29352 -0.293 0.464 -0.272
C -2.30282 -0.25522 5.09687 -1.196 -0.725 -0.093
C 0.90758 2.61975 -1.01359 -0.194 -0.027 -0.015
C 1.36751 0.27504 2.95913 1.278 0.344 0.335
H -0.74090 -2.89587 3.69530 0.047 0.386 0.080
C -1.39585 0.12150 -0.23859 -0.364 0.358 0.533
H 1.14586 0.85584 2.07516 0.075 -0.016 0.034
O 2.65821 -0.86863 -3.33446 -1.111 0.496 -0.863
H -0.17077 -1.95339 -2.18097 0.021 0.407 0.014
C -1.44387 -0.83650 3.02545 -1.645 -0.619 0.055
C -1.17386 -1.92670 3.93951 -1.779 -0.395 0.023
C 0.30455 -0.29097 -3.55486 -0.051 -0.889 -0.745
C 1.23538 -1.16333 3.08377 1.260 0.440 -0.281
H -2.83904 0.29709 5.86123 0.453 -0.127 0.005
H -2.15103 -0.50335 -2.16249 0.082 0.071 0.102
O -0.78076 1.36435 0.16064 -0.068 -0.053 -2.028
H -2.47262 0.16630 0.02447 0.492 -0.192 0.127
C -0.44949 -1.03548 -4.65762 -1.576 0.784 -1.122
H -2.53893 1.10872 3.31409 0.169 -0.273 0.157
H 1.56991 1.74395 -1.03367 -0.136 0.204 -0.003
H 2.41082 1.74115 4.31447 -0.324 -0.016 0.211
C -2.15474 0.18553 3.74329 -0.148 0.065 0.090
H 0.83116 -0.64091 -1.52407 -0.123 -0.079 0.036
H 1.03781 -1.84221 2.26077 -0.517 0.054 0.210
O 1.79933 -0.45940 -5.38677 0.303 0.073 0.665
H -1.66770 -2.18581 6.10846 0.194 0.433 -0.186
C -0.06842 1.20290 -3.51424 0.095 0.003 -0.165
C -0.89286 -2.99437 -5.75789 -0.175 -0.373 0.087
H -1.93782 -2.65710 -5.83493 0.431 -0.292 -0.053
H 2.58263 -0.35391 6.05342 -0.347 0.127 -0.013
C -0.02458 -0.86351 -2.17296 0.423 0.219 0.147
O -0.27329 -2.37014 -4.61967 -0.177 0.383 -0.143
H -1.98692 1.76077 -2.65847 0.473 -0.050 0.157
C -0.56921 2.20323 -1.05985 -0.029 0.005 0.529
O 0.05549 1.58636 8.05702 -0.003 1.993 2.644
H -0.35129 -2.71172 -6.66519 -0.145 -0.047 0.100
C 2.13257 -0.36706 5.07173 1.096 0.701 -1.280
H 3.87718 -0.31372 -5.38865 -0.195 -0.168 -0.178
C 1.66157 -1.55383 4.39794 0.648 0.788 -0.072
O -0.17949 1.35128 5.87726 -0.313 1.239 -1.002
C 3.07182 -0.87845 -5.87303 0.365 -0.087 -0.323
C -1.46206 3.45047 -0.99530 -0.014 -0.015 0.214
C -1.25127 -0.04883 -1.72903 0.301 -0.377 -0.670
H -1.20364 4.11517 -1.83286 -0.124 -0.147 0.153
H 0.84244 1.81305 -3.42374 -0.350 -0.144 -0.035
H 3.05050 -0.69214 -6.94681 0.054 -0.035 0.131
C 2.02294 0.74390 4.16289 1.232 -0.699 -0.056
O 0.28037 -0.40151 7.15056 0.241 -2.827 -0.652
H 3.20560 -1.94877 -5.66731 0.048 0.289 -0.065
N 0.05425 0.84812 7.08419 -0.234 0.559 -0.986
H -0.82476 -4.07294 -5.58676 -0.022 0.284 -0.016
H -1.26977 -0.81493 1.96128 0.210 -0.087 0.491
H 1.70984 -2.57103 4.77251 -0.202 0.281 0.044
H -0.56638 1.42931 -4.46882 0.219 0.182 0.408
H -1.32181 4.00549 -0.06203 0.083 -0.138 -0.106
H 1.09464 3.18067 -0.08570 -0.078 -0.266 -0.237
H -2.52763 3.18841 -1.07518 0.314 0.014 0.037
C -1.01913 1.35742 -2.31058 -0.378 0.116 0.542
C 1.71642 -0.55257 -4.04069 1.347 -0.393 1.272
C -1.69494 -1.55537 5.22250 -1.113 0.258 -0.400
Re -0.06138 -0.19847 4.48319 0.841 -1.943 1.066
O -1.11080 -0.50844 -5.53961 0.651 -0.377 1.215
```
Forces are in eV/Å.

Record 2
Molecular formula: C32H14F8N2RuS3Sb
Method: DFT, ωB97M-V/def2-TZVPD

Values from the calculation:
gap between HOMO and LUMO (alpha / beta)	8.16 / 6.07	eV
multiplicity	6
energy above the lowest of the compared OMol25 structures with the same formula, charge and spin	3.7	kcal per mole

```
61
Properties=species:S:1:pos:R:3:forces:R:3
H -2.06039 1.95698 -5.30003 0.010 -0.002 -0.002
H 5.29059 -4.33348 -2.40584 0.020 -0.017 -0.004
H 4.89247 -2.72561 -0.57200 0.003 0.014 0.026
S -0.93616 -1.84648 -0.26145 0.115 0.157 0.164
C 4.67482 -0.04526 0.45211 0.034 0.046 0.029
C 1.86302 3.61317 -1.69577 0.002 0.047 -0.031
N -3.89943 4.38975 -6.86189 -0.012 0.016 -0.056
C 2.34940 1.31352 -2.05278 -0.033 -0.061 -0.052
H 6.89568 0.95963 2.83878 0.006 0.003 0.026
C -2.46050 2.60804 -1.98890 0.043 0.059 0.090
F 0.07996 -0.27188 4.53960 -0.009 0.050 -0.016
C 0.16331 -2.58492 4.12002 -0.024 0.019 -0.147
C 5.19897 0.22301 1.71277 -0.032 -0.024 0.067
C 3.48921 -3.79672 -3.42169 0.047 -0.024 -0.007
C 1.56551 2.08388 0.09569 -0.019 -0.034 -0.058
C -3.28790 3.72699 -2.10434 0.068 -0.080 -0.036
C 4.40963 -3.70791 -2.39478 -0.083 0.011 -0.068
H 1.64704 -3.13472 -4.27781 -0.014 -0.006 -0.021
C 7.21396 0.99849 0.72958 0.084 0.031 0.002
F 0.49351 -2.82093 5.38538 0.000 0.002 0.005
C -3.60729 4.02972 -5.81168 0.000 0.003 0.056
C 0.04331 -3.63334 3.21956 -0.055 0.219 -0.069
C 4.16607 -2.80537 -1.37213 0.030 0.022 -0.006
F 3.71925 -4.66767 -4.41973 -0.012 0.011 -0.005
F 8.45314 1.50680 0.86101 -0.038 -0.015 -0.005
N -5.21349 6.27546 -3.46550 -0.021 0.070 0.017
F -0.55901 0.22865 1.98431 0.010 -0.096 0.018
C -3.22450 3.56021 -4.51016 -0.076 0.107 0.051
H 1.19739 -1.55996 -2.43746 0.083 -0.004 0.018
H 2.68247 0.51341 -2.70334 0.011 0.010 -0.009
F 0.25496 -4.88309 3.61916 0.011 -0.015 0.031
C -2.01073 1.97059 -3.15588 0.132 -0.072 0.041
C 6.73393 0.74621 -0.54274 -0.003 0.001 0.059
C -0.52914 -2.07706 1.43792 -0.038 -0.091 -0.106
H -3.63865 4.22445 -1.21104 -0.002 0.005 0.012
C 1.99251 1.02081 -0.72461 0.060 -0.045 0.165
S -0.95527 0.55751 -3.12573 -0.126 0.030 0.064
H 7.35428 0.95854 -1.40220 0.008 0.003 -0.012
C 1.49630 3.38689 -0.38579 -0.032 -0.063 -0.043
C 5.45841 0.22277 -0.66914 -0.044 -0.006 -0.069
H 2.55578 2.83610 -3.56511 0.000 0.009 -0.015
H 4.61192 0.02142 2.60172 -0.012 -0.004 0.009
C -4.52301 5.35974 -3.41832 0.007 -0.087 -0.061
C 3.02378 -2.00557 -1.37121 -0.029 -0.059 -0.104
C 2.11644 -2.13835 -2.41891 -0.098 0.018 -0.008
C 6.47506 0.74813 1.86628 0.019 0.001 -0.057
H 1.31115 1.89177 1.13395 0.019 0.040 -0.001
C -0.05659 -1.28544 3.68696 0.017 -0.215 0.018
C 2.34398 -3.02682 -3.45899 0.051 -0.037 0.011
C -3.67056 4.20589 -3.34485 0.015 0.010 -0.045
H 5.07693 0.01670 -1.66284 -0.005 -0.006 0.001
F -0.39556 -4.40118 1.06575 -0.003 -0.004 -0.003
Ru -0.43692 0.40836 -0.84209 -0.117 0.101 -0.238
F 1.80490 4.86170 -2.17440 -0.002 -0.042 0.021
H 1.16186 4.20820 0.23153 -0.010 0.008 0.013
S -2.06951 2.05751 -0.36440 -0.025 -0.132 -0.023
C 2.28744 2.60089 -2.54473 -0.024 0.022 0.050
C -0.39862 -1.05772 2.36806 0.026 0.157 0.050
C -2.40182 2.45422 -4.40258 0.053 -0.056 0.026
Sb 2.67041 -0.77068 0.31835 -0.014 0.062 0.117
C -0.29945 -3.36902 1.90283 0.029 -0.069 0.117
```
Forces are in eV/Å.

Record 3
Molecular formula: C5H9NO2
Method: DFT, ωB97M-V/def2-TZVPD

Values from the calculation:
gap between HOMO and LUMO	9.99	eV
energy above the lowest of the compared OMol25 structures with the same formula, charge and spin	153.9	kcal per mole
structure (SMILES)	O[C@@H]1[C@H](O)[C@@H]1N1CC1

```
17
Properties=species:S:1:pos:R:3:forces:R:3
C 1.24388 -0.19874 1.32339 2.339 0.390 2.467
H 1.56887 -0.29210 2.49615 -1.127 -0.264 -3.109
H -2.09357 1.98983 -1.07037 -1.058 -0.564 1.869
O 1.46058 -0.91255 -1.01827 2.963 0.778 1.830
H -2.73664 0.55841 0.19698 -2.048 -0.104 0.447
C -2.10102 1.03456 -0.47422 4.020 -0.690 -1.627
H -1.00794 0.51249 -2.39836 0.670 -0.376 1.687
C -1.14171 0.17745 -1.32618 -1.761 -0.488 1.674
H -1.23495 -0.91196 -1.06331 0.054 1.056 -1.377
C -0.12009 -0.26686 0.80707 -2.551 -0.617 -0.707
H -0.87880 -0.86644 1.26315 -0.463 0.152 1.569
N -0.68419 0.80168 -0.01361 1.903 0.536 -3.104
O 2.08110 0.85433 0.72814 -2.099 -0.959 1.256
H 1.37283 1.52861 0.63541 0.757 0.068 -0.582
H 2.46354 -0.30751 -0.86946 -4.805 -2.654 0.024
C 0.83718 -1.32274 0.29459 3.935 3.642 -2.477
H 0.97091 -2.37845 0.48892 -0.729 0.095 0.162
```
Forces are in eV/Å.